DFT (ωB97M-V/def2-TZVPD) results for 17 unconnected molecules or ions with the total composition C23H75F3N35O16 in a non-equilibrium geometry.

Element x y z (Å)
H  2.16934  -1.69568  0.99243
H  2.10494  -5.69416  -9.12778
N  2.24650  0.52102  4.82650
C  -1.15876  1.20864  2.73616
N  -6.61234  -1.92986  -1.34746
H  -0.07645  -6.17805  1.40717
H  -0.00224  2.14194  8.53580
N  0.72731  -5.87994  0.88516
C  -6.63866  -1.07027  -0.29688
H  -6.55319  -2.91609  -1.13396
C  4.70690  -4.06821  0.71438
H  -0.06734  3.28009  -6.24547
C  -0.13244  -2.43510  3.59465
H  -5.20024  3.18274  1.18662
H  -0.62673  4.67749  -2.51945
O  1.72633  7.29275  4.32673
C  1.86157  1.37033  8.67101
H  -4.21306  2.04687  2.04239
H  0.20961  4.63928  3.44946
F  -0.74619  0.21609  4.88943
H  2.70724  -7.15574  -2.45778
H  3.53285  -7.49421  -8.74952
N  -0.11850  -6.78639  -1.02910
H  1.46183  -5.37938  1.36053
N  0.78053  2.02296  9.15731
N  -0.14816  0.63304  -2.33243
H  3.68583  -8.13202  -7.14732
F  -0.32543  2.28735  3.13390
H  2.20113  0.86559  2.01520
H  -6.76104  0.57621  -1.58063
H  -8.17622  -7.57930  0.33926
N  -2.00667  -4.48070  -2.89134
O  -0.08056  -0.97312  -0.73180
H  -0.04737  -2.17313  4.70587
H  3.70814  0.75511  9.21898
H  4.67792  -4.44345  -1.33607
H  1.14824  8.82269  -2.92609
O  1.90843  0.93369  7.52398
N  -6.72124  0.24422  -0.63509
H  1.41662  9.93188  3.99122
H  1.81360  7.33118  1.85100
O  4.42234  9.43573  5.22500
N  6.52217  8.59046  5.28220
H  2.38634  0.10709  5.77028
C  -6.28015  1.72822  2.09368
N  1.87479  -5.69973  -8.15118
C  -0.64890  -1.11134  -6.71975
H  1.31409  7.93532  -4.40422
H  -6.74427  0.91190  0.11904
O  4.02206  -3.89377  1.72089
N  -8.11758  -6.60840  0.09425
O  0.42549  2.86823  -3.85085
C  -0.06878  -0.65279  -1.91879
O  -7.37470  2.12970  1.73075
O  -1.09124  7.94621  -5.00612
H  -2.27104  -1.82714  3.25337
N  0.02458  -1.56746  -2.91240
C  2.51135  11.40563  2.98967
O  2.09933  -6.55963  -6.06957
H  3.41485  -8.06223  -1.16352
N  2.88624  1.23567  9.54502
H  -8.84448  -5.98278  0.39973
H  -0.13937  0.91438  -3.29686
C  1.30739  -2.29084  2.90343
H  0.52041  5.24774  5.04175
H  -6.17731  -7.93316  -0.79092
H  6.63540  -4.17926  -0.07908
O  -6.59219  -1.44746  0.86511
H  2.09546  1.53186  4.79574
N  1.46242  10.88610  3.67743
N  3.27585  -7.46606  -7.78000
H  -4.10755  -3.53314  -3.90157
O  -7.06197  -4.88112  -0.91656
N  0.60425  5.34602  4.04351
N  -6.12384  0.62206  2.86109
N  3.24200  -7.94690  -2.14758
H  -0.03205  -6.97592  -2.01461
C  5.17476  8.47846  5.14884
H  -5.23408  0.27610  3.16800
H  -0.96168  9.53362  -2.25375
H  7.15620  7.81542  5.22210
H  2.86781  1.58483  10.48584
H  6.50681  -3.86898  1.61960
H  3.85531  -9.35590  -4.94623
H  0.03587  -1.33531  -3.89068
H  0.95797  5.84525  1.60344
H  1.21844  -5.02236  -7.80026
N  -1.34446  9.10962  -3.07898
H  1.36174  -1.09236  -6.47961
N  3.49171  -8.68071  -4.29557
H  -1.24125  -4.93464  -2.41946
N  1.33846  6.52897  2.23148
C  1.25357  6.44384  3.58244
N  0.72770  8.41142  -3.73918
N  -0.45763  3.96816  -5.62467
N  -1.63029  -0.51795  -7.44220
N  -0.77504  4.76065  -3.51044
C  2.39782  -6.57470  -7.25686
H  -6.95868  0.12814  3.12888
H  -0.93923  -7.10115  -0.54262
N  2.18150  -1.74338  4.01219
O  -0.87696  -1.97582  -5.88182
H  -6.64922  -1.64004  -2.30686
C  -1.23059  -1.43766  2.96434
O  4.40562  -9.84225  -2.57814
C  -0.60156  8.45582  -4.00701
C  -0.22751  3.80584  -4.29926
N  3.51589  10.52886  2.74700
C  -3.25501  -4.91037  -2.58608
O  -3.45864  -5.81145  -1.77841
N  0.60546  -0.67451  -6.99614
H  1.75921  -3.31382  2.69810
N  2.39991  -0.07478  2.37590
H  -0.53597  -3.49306  3.53572
H  -1.16047  -1.53612  1.83522
H  5.31852  6.41375  4.85330
H  0.69513  11.50437  3.87894
N  4.15126  -4.29913  -0.49412
C  -7.10614  -6.07298  -0.63388
H  -2.33624  9.16535  -3.24141
C  3.75626  -8.88657  -2.98034
C  -1.04744  0.03085  3.51046
H  -0.98848  4.72889  -6.01101
C  0.89438  -6.11096  -0.43971
F  -2.02130  1.36622  1.65240
H  -2.57500  -0.81628  -7.26499
N  -6.15459  -6.95630  -1.01808
H  -1.31236  5.53594  -3.86079
H  -1.80969  -3.74666  -3.54916
H  3.72457  7.10408  4.81518
H  4.31350  10.87362  2.24077
H  0.72097  2.38752  10.09049
N  4.72319  7.21840  4.92151
C  1.54525  -1.18209  1.79446
H  3.14309  -4.32594  -0.53637
O  1.88921  -5.73344  -1.05132
H  3.50404  9.57074  3.04497
H  3.07508  -2.26684  4.03167
H  0.66509  -0.76126  1.19951
H  -0.21881  1.33932  -1.62116
N  6.06294  -4.03989  0.73295
H  -5.19892  -4.56464  -3.03448
H  -5.38207  -6.59713  -1.56261
N  -4.25575  -4.27154  -3.23842
H  0.81390  0.03158  -7.67805
N  -5.12302  2.35767  1.75693
H  0.08550  -2.53412  -2.63995
H  -1.46528  0.19104  -8.13285
H  6.89127  9.51147  5.45118
O  2.54686  12.57064  2.61926
H  2.95845  -7.90005  -4.64484
C  2.26648  -0.30250  3.79604

Properties
- LUMO energy: -0.0878 Ha
- Multiplicity: 1
- Kohn-Sham gap: 7.97 eV
- Total charge: +1

=====

DFT (ωB97M-V/def2-TZVPD) results for a molecular structure, C23H76N22O15 in a non-equilibrium geometry.

Element x y z (Å)
H  3.40818  0.04050  -3.59817
H  -1.16750  3.84458  3.73806
N  -4.27319  1.53437  0.18864
O  -0.62762  0.35239  -3.06749
H  2.42084  -0.72886  1.95106
H  -1.21263  -1.67397  -0.76739
H  -0.37276  0.59002  3.60002
H  0.43989  -2.04060  4.18410
H  -2.18473  -4.38963  0.11587
N  -1.80892  3.22900  3.25875
N  -0.44966  1.59702  3.61152
H  3.23420  -2.13546  1.46004
H  -4.56351  -1.79498  -2.01197
C  1.25438  -2.57866  -2.29271
C  -0.55668  3.69734  -0.26941
H  -1.66383  0.24326  -5.21086
C  -1.60282  1.98337  3.13621
H  -0.18947  -0.04495  2.30593
C  -1.56026  -3.89326  -0.62694
H  -1.47944  -1.95861  1.98891
C  -3.35112  2.34039  0.50488
N  3.08494  2.46987  -0.68803
H  -2.86626  -2.15303  -0.98934
H  5.15282  1.50130  0.19640
H  -2.30854  0.48090  -2.62127
H  -0.84404  1.14131  -2.06779
H  5.56172  -1.80676  1.15129
H  -1.54935  -1.16135  1.59728
N  -2.14734  1.86098  0.33145
C  2.45010  2.23189  3.86832
N  -1.74845  2.22587  -4.09058
O  0.44130  -3.29238  -1.83082
H  -1.54037  -3.57567  -2.81372
H  -2.69044  3.47215  2.82990
H  -4.78446  -1.63394  -0.24828
N  1.91913  -2.83282  -3.43914
H  1.83901  -4.65789  3.05381
H  1.42782  3.45902  -0.68398
N  0.53077  3.77657  -1.02246
H  1.84354  -2.76770  1.55260
H  -3.82663  -0.29123  -3.11248
N  2.09819  2.05849  2.54539
C  4.32673  -0.21676  1.13989
N  -1.58831  -0.66233  -4.77007
C  -1.80156  -4.32543  -2.06689
N  -0.25123  3.30697  0.97562
C  1.91540  1.12821  -2.68877
H  0.40326  3.97381  -2.00477
H  1.28072  -0.85969  3.10834
H  -1.94715  -1.46896  -5.26068
N  -3.74222  -2.40351  1.79462
H  -3.98842  0.57470  0.05432
C  0.91419  -4.28620  2.61263
N  3.02638  3.42018  3.96315
H  -2.10380  -2.25892  -3.18055
O  2.16473  1.41704  4.69822
C  -1.96229  -2.38863  -0.42772
H  3.49993  4.80252  1.34333
H  2.27094  2.84255  1.93259
H  0.78756  1.65154  0.39913
H  3.15586  3.96289  3.12125
H  2.22299  -0.83130  -2.53197
H  -1.37217  2.50236  0.41987
H  1.74814  0.63954  -0.63506
H  3.58880  0.55902  -1.94317
H  -2.84898  -4.50091  -2.31225
N  -4.54364  -1.26044  -1.15526
H  2.07975  -2.02717  -4.02670
H  -0.57137  -3.10940  1.12900
H  -1.03500  3.24746  1.60985
C  2.74141  3.30812  0.30976
O  -0.14473  -2.35136  1.53519
C  1.19111  0.64367  0.30184
N  3.63242  4.25171  0.50717
H  -3.63458  -1.43843  1.51690
H  4.43881  4.21636  -0.09994
C  4.20471  0.98197  0.33596
O  -2.64950  3.59991  -2.61069
O  -1.69906  3.89734  -0.66254
H  0.60399  -1.47501  0.27648
H  -0.86115  -1.70428  -2.09359
C  1.16526  -1.90862  3.38127
N  -3.09666  -0.12269  -2.43512
N  1.21410  0.74529  -3.70911
O  -2.30240  1.34028  2.45650
C  -3.51931  -0.42815  -1.18758
O  1.81385  3.11034  1.07665
C  3.10548  -1.08908  1.18320
H  3.73707  0.69653  -0.60635
H  1.60524  0.29852  -4.52612
H  1.70100  -3.71466  -3.88057
H  2.41690  1.89640  -1.18295
H  -1.23439  -2.96616  3.40546
O  -2.98152  -0.06378  -0.17739
H  1.77103  1.17738  2.17568
C  0.97525  -2.81829  2.20956
H  0.08173  -4.54144  3.26835
H  -2.39407  2.56180  -4.79088
O  5.36335  -1.02186  0.63538
H  -5.26041  1.73034  0.10441
H  -2.06991  -2.31506  0.65446
H  3.93954  2.67287  -1.18656
H  -1.39116  0.59233  1.41258
H  1.85395  0.52970  1.15960
H  2.08151  -2.15168  3.91933
N  -1.23496  -1.76647  -3.02981
C  -1.06982  -0.66235  -3.59344
N  3.03421  0.50995  -2.78586
H  4.77718  0.08056  2.08689
H  0.70113  -4.73652  1.64314
N  -1.42927  1.94014  -1.86903
O  1.58569  1.80268  -1.68267
H  0.72191  3.18093  1.21482
H  0.07035  2.12522  4.29758
C  0.13681  -0.49053  0.30191
C  -0.83747  -0.34400  1.48207
C  -3.00546  -3.02605  2.70046
H  0.27095  -3.54309  -0.89605
H  3.36720  3.84748  4.81248
H  1.08092  -0.91810  -1.16496
N  1.61432  -1.34352  -1.90968
H  -1.25793  1.35768  -4.25099
H  -1.19583  -5.19974  -2.30513
H  0.23327  0.95588  -3.59200
H  -1.99829  0.91703  0.65833
C  -2.01890  2.62097  -2.84021
O  -0.21119  -3.90324  -0.14810
H  -1.43121  -0.04512  -0.68801
O  -0.56326  -0.39974  -0.89418
H  2.59903  -1.28707  0.23853
O  -3.61900  3.52641  0.73072
H  -1.78769  2.04374  -0.93048
N  -1.85017  -2.53436  2.73132
O  -3.34547  -3.89073  3.48262
H  -4.66480  -2.77654  1.62201
H  3.56284  1.67025  0.88585

Properties
- Energy above the lowest of the compared OMol25 structures with the same formula, charge and spin: 5313.2 kJ/mol
- LUMO energy: -0.0295 Ha
- Multiplicity: 1
- Kohn-Sham gap: 5.82 eV

=====

DFT (ωB97M-V/def2-TZVPD) results for 35 unconnected molecules or ions with the total composition C24H102ClF2N2O34Si in a non-equilibrium geometry.

Element x y z (Å)
H  4.62432  0.98620  2.57158
H  3.47053  -1.16190  -2.34833
H  3.03194  -2.46267  3.42034
H  -3.74084  -3.00083  -7.59256
H  -4.06437  -4.48860  -7.53057
N  1.96670  0.38573  -1.76340
O  4.88261  -7.84974  2.58628
H  -7.31172  1.35989  -3.00314
H  1.46349  5.15638  1.42967
H  -7.06280  3.73778  1.08652
O  -6.74779  -4.11330  -1.90322
H  4.23043  5.36488  -2.05047
H  -7.44157  1.61974  7.36056
H  4.23621  3.54036  -0.38583
H  6.41914  -3.42653  1.57052
H  4.69380  1.73612  -7.86196
H  -6.76277  4.53056  7.26222
C  4.11906  -0.22524  -0.41391
H  2.86019  6.66329  -2.14333
H  -6.10324  4.63854  -0.62879
H  -0.72129  2.53999  -0.72190
C  -4.62616  0.90663  1.43962
H  3.31670  -0.09211  0.39758
C  -0.06585  1.72066  -1.20133
C  -3.07885  0.75239  -1.66841
H  -8.57148  6.65564  10.53838
O  -4.48434  -3.61876  -7.55372
O  8.56777  -6.21478  5.56835
H  6.75189  -4.66542  2.39281
O  -9.52734  -0.06493  -3.74090
H  5.84346  2.85584  -2.91254
H  5.33292  4.27802  -6.63064
H  -6.91038  -0.09276  -1.79161
O  8.88514  7.68232  -2.36542
O  8.01842  -9.72698  2.48190
H  -8.10396  1.33657  -1.29027
H  6.26155  -4.15569  -0.31583
O  -2.25237  -1.84915  -6.25221
H  -7.19593  -2.12313  3.06595
H  3.99775  0.62934  -2.48409
H  7.13584  -9.54932  2.83814
O  -7.61356  -1.25174  3.04233
O  -6.21716  -1.72618  -3.42628
O  4.49878  3.85022  -6.86530
O  -2.76978  3.65907  -5.09826
H  7.80116  -9.89524  0.50749
H  -9.47897  0.37310  -4.60213
H  -10.20660  -2.74319  1.05792
C  4.20707  -2.23683  1.26721
H  -7.01737  3.65989  3.72798
H  7.12076  7.77805  -0.78603
H  -6.62963  -5.06416  -1.78013
O  -7.02262  2.36665  6.91286
O  -7.68890  6.38072  10.25776
H  -2.59444  -1.33956  -5.50568
C  3.51812  6.03247  -1.43102
H  8.94723  -9.57091  -0.44307
O  0.71462  -1.02794  8.38146
Si  -5.70163  2.12186  -1.23270
C  -7.15710  1.02957  -1.89672
H  -3.19577  -3.81208  -4.80767
H  6.80412  6.29060  -0.72096
C  3.37415  -0.12118  -1.84748
H  -2.67364  1.14091  -0.65969
H  -5.56326  4.41481  -2.37939
O  6.38008  7.15747  -0.74551
H  -7.32728  4.02818  -1.99643
H  -3.62839  -0.24584  -1.44316
H  3.94572  1.68583  -4.44237
H  -0.05777  -0.78160  7.85541
C  2.46133  5.54656  0.96303
Cl  1.01713  -1.50901  -3.55854
H  7.68136  -5.94880  5.84382
H  8.32860  -7.35274  2.24055
H  7.96719  -10.64380  2.17783
H  3.31036  4.96912  1.50596
N  -0.50516  0.66477  -2.15985
O  4.49925  1.93790  2.45141
H  8.58442  -6.02613  4.61916
O  2.17916  -1.67768  5.47779
H  -7.76622  2.86313  6.54138
O  7.16501  -3.91401  1.94602
H  3.01545  3.27917  -1.85868
H  2.36845  -8.36918  0.66833
H  9.83529  -3.86012  3.06751
H  4.37135  -7.38851  3.26493
O  -2.87722  -4.51210  -4.21974
C  4.81483  -1.68728  -0.14497
H  9.55824  6.99121  -2.41915
H  10.35953  -6.92332  4.80255
H  -6.86808  -0.63626  2.99740
O  8.03820  -9.89737  -0.43110
H  -5.42217  1.81397  5.09004
O  -7.18129  5.40335  7.23898
H  -2.02699  4.27518  -5.14585
C  -5.42985  1.83216  3.94404
O  6.61310  2.61184  -2.37932
F  -2.09239  -0.91454  -3.21786
O  -11.42088  -0.85535  -5.72814
C  -5.51161  1.95689  0.66732
H  -4.01248  0.12869  0.86329
H  10.52475  -8.31908  4.21418
C  -6.33116  2.90361  3.16721
H  -9.25672  -2.21494  2.12701
H  5.43045  -5.03955  -1.23699
H  10.97459  -4.19138  4.02278
H  -11.81042  -1.73688  -5.79108
H  2.79678  2.39221  -3.73179
C  -1.88966  0.43027  -2.73483
C  0.75283  -0.06620  -2.44877
O  11.03209  -7.54405  4.48863
H  1.40321  3.02379  0.69572
H  -5.28869  -1.50831  -3.27675
H  -1.45989  -2.27544  -5.90011
H  -10.96305  -0.86072  -4.87398
H  5.58530  -7.22449  2.35711
C  2.23375  2.47389  0.09227
C  2.51542  5.05641  -0.59096
H  0.88264  -0.24912  8.92817
H  2.54849  6.68935  1.08910
H  8.64000  -5.86101  2.17109
C  -4.08572  1.87821  -2.23966
H  3.85660  2.17681  3.13303
C  3.63599  -2.52742  2.43005
H  -6.43716  6.01811  7.19379
C  -6.36432  2.96362  1.57056
H  -3.94319  0.02066  3.58299
H  3.01318  -1.25039  5.71309
C  1.47637  1.50920  -0.94700
O  7.90104  -6.48422  2.21359
H  4.33604  1.14726  -9.22028
C  3.13467  3.55048  -0.73354
H  -5.57469  4.21029  -4.49851
H  2.89402  1.93073  0.86980
O  -10.13270  4.52984  6.54711
H  -10.54016  4.33646  7.40154
H  -8.85854  -0.76225  -3.79541
O  3.71596  2.51761  -4.00396
H  -4.41545  1.51897  -3.30313
H  -7.67522  6.56921  9.30987
F  -1.97846  1.32807  -3.89166
H  6.78072  3.39509  -1.83918
O  -9.43665  -2.99642  1.58339
H  1.77121  -1.87976  6.33199
H  4.96961  0.55265  -0.31431
H  -7.38585  -3.86603  -1.21946
O  2.69045  -9.06251  1.25809
H  -2.05745  -4.15570  -3.85394
H  -2.35047  2.78819  -5.07582
H  4.11628  6.66998  -0.67492
C  -4.58063  0.83084  3.04023
H  -9.29325  4.95018  6.77787
H  4.61819  -2.41958  -1.01003
H  1.45991  5.06826  -1.04889
H  3.51037  -8.69723  1.62458
H  5.95988  -1.54220  0.02655
O  5.80944  -4.15266  -1.17124
C  -6.26158  3.96249  -1.56042
O  -6.31928  3.59588  -4.44918
H  4.08655  3.65698  -6.01148
H  -6.34626  -2.55212  -2.93367
O  10.15728  -4.55521  3.65774
O  4.96437  1.05494  -8.49242
H  8.93506  8.12409  -3.22328
H  -5.90211  2.72517  -4.42400
H  -3.54668  2.89627  -2.43063

Properties
- LUMO energy: -0.1593 Ha
- Multiplicity: 1
- Kohn-Sham gap: 6.47 eV
- Total charge: +1

=====

> Which value of Kohn-Sham gap does entry 2 give?

5.82 eV

=====

> Number 1 is which compound?

C23H75F3N35O16

=====

> Number 3 is which compound?

C24H102ClF2N2O34Si